Formula: C40H62N8O14
Source: the Open Molecules 2025 dataset
Level of theory: the ωB97M-V functional and the def2-TZVPD basis

Last columns: bonded neighbours and bond lengths (Å).
Positions of all 124 atoms, in Å:
1 C -0.34 -2.46 1.07  C2 1.585, H12 1.125, H13 1.239, H14 1.034
2 C -1.40 -2.21 2.23  C1 1.585, C3 1.595, N7 1.430, C11 1.620
3 C -2.62 -1.28 1.80  C2 1.595, C4 1.586, H15 1.002, H16 1.203
4 C -3.55 -2.21 0.91  C3 1.586, C5 1.541, H17 1.018, H18 1.057
5 C -4.08 -3.35 1.80  C4 1.541, C6 1.512, H19 1.077, H20 0.961
6 C -3.05 -4.27 2.41  C5 1.512, N7 1.557, C9 1.522, C10 1.514
7 N -1.85 -3.40 2.89  C2 1.430, C6 1.557, O8 1.346
8 O -0.95 -4.03 3.67  N7 1.346
9 C -2.52 -5.28 1.41  C6 1.522, H21 1.156, H22 1.165, H23 1.142
10 C -3.78 -5.02 3.51  C6 1.514, H24 1.085, H25 1.192, H26 1.270
11 C -0.68 -1.36 3.40  C2 1.620, H27 1.021, H28 1.166, H29 1.132
12 H 0.28 -3.31 1.45  C1 1.125
13 H 0.48 -1.54 0.98  C1 1.239
14 H -0.59 -2.84 0.14  C1 1.034
15 H -2.21 -0.45 1.43  C3 1.002
16 H -3.33 -1.06 2.74  C3 1.203
17 H -3.21 -2.60 0.03  C4 1.018
18 H -4.35 -1.61 0.55  C4 1.057
19 H -4.71 -3.84 1.07  C5 1.077
20 H -4.71 -2.99 2.42  C5 0.961
21 H -1.60 -5.94 1.65  C9 1.156
22 H -2.00 -4.74 0.51  C9 1.165
23 H -3.25 -5.89 0.78  C9 1.142
24 H -3.29 -5.78 4.10  C10 1.085
25 H -4.65 -5.55 2.90  C10 1.192
26 H -4.02 -4.36 4.57  C10 1.270
27 H -0.41 -0.42 3.13  C11 1.021
28 H 0.38 -1.69 3.74  C11 1.166
29 H -1.32 -1.24 4.33  C11 1.132
30 C 0.17 1.00 -0.09  O31 1.208, O32 1.370, O33 1.272
31 O 1.17 1.04 -0.77  C30 1.208
32 O -0.04 1.87 0.94  C30 1.370, H34 0.903
33 O -0.77 0.18 -0.32  C30 1.272
34 H 0.76 2.23 1.17  O32 0.903
35 C -2.70 3.69 0.28  C36 1.563, C40 1.412, H44 1.140
36 C -3.30 5.10 0.59  C35 1.563, C37 1.524, H45 0.981
37 C -4.61 5.18 1.36  C36 1.524, C38 1.537, H46 1.013
38 C -5.15 3.90 2.02  C37 1.537, C39 1.628, N41 1.536
39 C -4.47 2.46 1.65  C38 1.628, C40 1.502, H47 1.108
40 C -3.25 2.50 0.79  C35 1.412, C39 1.502, H48 1.086
41 N -6.37 3.81 2.94  C38 1.536, O42 1.233, O43 1.226
42 O -6.78 2.68 3.22  N41 1.233
43 O -7.00 4.85 3.05  N41 1.226
44 H -1.71 3.62 -0.29  C35 1.140
45 H -2.88 5.89 0.19  C36 0.981
46 H -5.17 6.03 1.41  C37 1.013
47 H -4.92 1.56 2.13  C39 1.108
48 H -2.93 1.56 0.35  C40 1.086
49 C 1.90 -2.10 -3.28  C50 1.437, C54 1.374, H58 1.107
50 C 2.68 -2.90 -4.18  C49 1.437, C51 1.511, H59 1.032
51 C 3.69 -3.86 -3.61  C50 1.511, C52 1.615, H60 1.174
52 C 3.95 -3.78 -2.02  C51 1.615, C53 1.529, N55 1.511
53 C 2.85 -3.12 -1.18  C52 1.529, C54 1.575, H61 1.015
54 C 1.95 -2.05 -1.91  C49 1.374, C53 1.575, H62 1.031
55 N 4.99 -4.60 -1.29  C52 1.511, O56 1.344, O57 1.153
56 O 4.88 -4.67 0.05  N55 1.344
57 O 5.81 -5.08 -1.94  N55 1.153
58 H 1.16 -1.43 -3.77  C49 1.107
59 H 2.57 -2.85 -5.21  C50 1.032
60 H 4.38 -4.63 -4.17  C51 1.174
61 H 2.77 -3.22 -0.18  C53 1.015
62 H 1.32 -1.40 -1.42  C54 1.031
63 C 1.13 3.92 -4.39  C64 1.463, C68 1.447, H72 1.102
64 C 1.75 3.64 -5.68  C63 1.463, C65 1.550, H73 1.126
65 C 1.44 2.26 -6.31  C64 1.550, C66 1.583, H74 1.058
66 C 0.60 1.19 -5.49  C65 1.583, C67 1.460, N69 1.420
67 C 0.15 1.58 -4.15  C66 1.460, C68 1.588, H75 1.127
68 C 0.48 2.99 -3.50  C63 1.447, C67 1.588, H76 1.052
69 N 0.13 -0.04 -6.01  C66 1.420, O70 1.315, O71 1.186
70 O 0.89 -0.49 -6.99  N69 1.315
71 O -0.73 -0.60 -5.42  N69 1.186
72 H 1.44 4.92 -4.02  C63 1.102
73 H 2.38 4.43 -6.18  C64 1.126
74 H 1.73 1.88 -7.25  C65 1.058
75 H -0.33 0.91 -3.39  C67 1.127
76 H 0.24 3.18 -2.49  C68 1.052
77 C -3.28 -3.94 -2.82  O78 1.259, N79 1.398, H82 1.234
78 O -3.61 -5.15 -2.92  C77 1.259
79 N -1.95 -3.69 -2.49  C77 1.398, C80 1.482, C81 1.503
80 C -1.77 -2.22 -2.44  N79 1.482, H83 1.046, H84 1.120, H85 1.145
81 C -0.89 -4.66 -2.04  N79 1.503, H86 1.029, H87 0.980, H88 1.004
82 H -4.10 -3.05 -3.10  C77 1.234
83 H -2.38 -1.57 -1.89  C80 1.046
84 H -1.74 -1.82 -3.49  C80 1.120
85 H -0.70 -2.15 -2.06  C80 1.145
86 H -0.10 -4.02 -1.86  C81 1.029
87 H -0.58 -5.28 -2.73  C81 0.980
88 H -1.19 -5.22 -1.26  C81 1.004
89 C 0.12 2.83 6.32  O90 1.276, N91 1.366, H94 0.976
90 O 0.08 1.59 6.03  C89 1.276
91 N -0.42 3.61 5.34  C89 1.366, C92 1.402, C93 1.504
92 C -0.28 5.00 5.50  N91 1.402, H95 1.055, H96 1.112, H97 1.097
93 C -0.93 3.06 4.03  N91 1.504, H98 1.117, H99 0.972, H100 1.248
94 H 0.61 3.25 7.06  C89 0.976
95 H 0.58 5.45 5.89  C92 1.055
96 H -0.90 5.34 6.36  C92 1.112
97 H -0.42 5.54 4.56  C92 1.097
98 H -1.24 3.89 3.36  C93 1.117
99 H -1.74 2.54 3.94  C93 0.972
100 H -0.20 2.22 3.47  C93 1.248
101 C 1.99 5.20 -0.85  O102 1.233, N103 1.327, H106 1.075
102 O 1.58 6.35 -0.76  C101 1.233
103 N 3.17 4.92 -1.39  C101 1.327, C104 1.390, C105 1.483
104 C 3.79 3.67 -1.41  N103 1.390, H107 0.976, H108 1.226, H109 1.073
105 C 3.94 5.93 -2.16  N103 1.483, H110 1.002, H111 1.189, H112 1.257
106 H 1.35 4.42 -0.47  C101 1.075
107 H 3.68 3.14 -2.22  C104 0.976
108 H 3.08 3.15 -0.56  C104 1.226
109 H 4.85 3.61 -1.28  C104 1.073
110 H 4.79 5.61 -2.59  C105 1.002
111 H 4.35 6.75 -1.40  C105 1.189
112 H 3.17 6.41 -3.03  C105 1.257
113 C 3.63 -0.35 1.20  O114 1.256, N115 1.348, H118 1.229
114 O 3.08 -0.59 2.30  C113 1.256
115 N 4.75 -0.97 0.78  C113 1.348, C116 1.512, C117 1.523
116 C 5.36 -0.74 -0.58  N115 1.512, H119 1.026, H120 1.124, H121 1.109
117 C 5.37 -2.10 1.59  N115 1.523, H122 1.066, H123 1.191, H124 1.067
118 H 3.23 0.40 0.31  C113 1.229
119 H 4.52 -0.93 -1.14  C116 1.026
120 H 6.26 -1.35 -0.87  C116 1.124
121 H 5.53 0.36 -0.61  C116 1.109
122 H 5.67 -1.67 2.52  C117 1.066
123 H 6.36 -2.52 1.07  C117 1.191
124 H 4.64 -2.75 2.02  C117 1.067

Its strongest force on any atom is 0.2217 hartree/bohr. Its net charge is 0. For the energy, the calculation gives -3051.643064 Eh. Its energy above the lowest of the compared OMol25 structures with the same formula, charge and spin is 2.647 eV. The frontier orbital gap is 4.09 eV. Its spin multiplicity is 1. Its HOMO energy is -8.5 eV.